ORCA calculation (ωB97M-V with the def2-TZVPD basis set) on the molecule C5H10N2O.

Each line ends with the Löwdin charge.
Atoms and positions in Å:
C: -2.28309 -0.33876 -1.40359  -0.118
O: -1.53220 0.31382 -0.43827  -0.157
C: -0.51928 1.04022 -0.83626  -0.246
C: 0.41262 1.54013 -0.01997  -0.106
C: 0.66928 0.88593 1.31707  -0.178
C: 1.98349 0.06024 1.23341  -0.195
N: 2.06574 -1.13987 0.83592  -0.065
N: 0.98989 -1.87292 0.22190  -0.022
H: -1.54916 -0.84493 -2.19875  0.123
H: -2.83226 0.33452 -2.08266  0.084
H: -2.89614 -1.15778 -0.91399  0.108
H: -0.29323 1.24549 -2.05941  0.187
H: 1.15905 2.19146 -0.41858  0.091
H: -0.15811 0.15176 1.67475  0.131
H: 0.91671 1.56553 2.09317  0.073
H: 2.79342 0.46446 1.88183  0.109
H: 1.13409 -2.82320 0.63444  0.077
H: -0.06084 -1.61611 0.47899  0.102

Results
Frontier orbital gap in eV: 9.360
M in g mol⁻¹: 114.148
Net charge: 0
Total energy in a.u.: -381.1275
SMILES string: CO/C=C\C/C=N\N
Energy above the lowest of the compared OMol25 structures with the same formula, charge and spin in kcal per mole: 99.1